DFT (ωB97M-V/def2-TZVPD) results for a 11-piece molecular cluster, C54H73N5O28 overall in a non-equilibrium geometry.

Each line ends with the Mulliken charge.
Cartesian coordinates (Å):
1 O 1.583 -3.719 5.111  -0.667
2 N 0.931 -3.594 4.096  1.375
3 O 0.283 -2.599 3.808  -0.651
4 C 0.794 -4.732 3.149  -0.639
5 C 1.349 -5.898 3.512  -0.314
6 C 1.301 -7.008 2.678  -0.820
7 C 0.668 -6.895 1.500  -1.222
8 C 0.129 -5.667 1.109  -0.066
9 C 0.153 -4.573 1.951  0.952
10 H 1.988 -5.973 4.379  0.560
11 H 1.885 -7.887 2.907  0.473
12 H 0.631 -7.714 0.814  0.581
13 H -0.282 -5.629 0.106  0.345
14 H -0.210 -3.610 1.627  0.187
15 O 4.329 -5.345 0.950  -0.641
16 N 4.518 -4.633 1.940  1.208
17 O 5.172 -4.939 2.901  -0.648
18 C 3.866 -3.283 1.860  -0.458
19 C 3.176 -2.935 0.745  -0.343
20 C 2.541 -1.690 0.770  0.143
21 C 2.648 -0.939 1.900  -0.102
22 C 3.352 -1.343 3.019  -0.993
23 C 3.925 -2.558 3.039  -0.448
24 H 3.297 -3.561 -0.147  0.448
25 H 1.887 -1.397 0.018  0.436
26 H 2.131 -0.012 1.947  0.419
27 H 3.407 -0.802 3.991  0.405
28 H 4.302 -2.934 4.007  0.431
29 O 7.049 5.302 -1.032  -0.607
30 N 7.416 4.551 -0.216  0.995
31 O 8.146 4.825 0.744  -0.589
32 C 6.813 3.141 -0.300  0.534
33 C 7.437 2.128 0.401  -0.742
34 C 6.866 0.883 0.336  -0.376
35 C 5.714 0.680 -0.410  -0.665
36 C 5.107 1.730 -1.065  -0.302
37 C 5.690 3.017 -1.024  -0.659
38 H 8.430 2.324 0.865  0.360
39 H 7.319 0.093 0.920  0.427
40 H 5.128 -0.215 -0.384  0.649
41 H 4.163 1.590 -1.572  0.439
42 H 5.354 3.926 -1.511  0.536
43 O 3.004 -5.139 -2.805  -0.604
44 N 2.035 -4.504 -2.718  1.053
45 O 1.950 -3.304 -2.503  -0.604
46 C 0.784 -5.290 -2.778  -0.002
47 C -0.433 -4.639 -2.696  -0.382
48 C -1.608 -5.310 -2.653  -0.093
49 C -1.609 -6.664 -2.831  -0.332
50 C -0.412 -7.308 -2.920  -0.429
51 C 0.821 -6.673 -2.778  -0.636
52 H -0.394 -3.548 -2.784  0.405
53 H -2.515 -4.821 -2.405  0.444
54 H -2.521 -7.296 -2.669  0.301
55 H -0.439 -8.388 -3.003  0.346
56 H 1.763 -7.221 -2.892  0.481
57 O -8.573 0.834 1.681  -0.601
58 N -7.510 1.362 1.373  1.015
59 O -7.055 2.353 1.913  -0.594
60 C -6.701 0.596 0.277  -0.114
61 C -7.311 -0.395 -0.433  -0.713
62 C -6.575 -0.967 -1.481  -0.594
63 C -5.264 -0.634 -1.682  -0.845
64 C -4.639 0.220 -0.787  0.422
65 C -5.372 0.886 0.207  -0.576
66 H -8.335 -0.660 -0.227  0.517
67 H -6.968 -1.724 -2.095  0.482
68 H -4.715 -1.109 -2.520  0.416
69 H -3.581 0.412 -0.865  0.508
70 H -4.797 1.620 0.735  0.598
71 C -1.397 6.946 -5.323  -1.518
72 C -1.021 5.851 -4.412  0.336
73 O -0.510 6.449 -3.214  -0.365
74 C -0.136 5.563 -2.316  0.809
75 O -0.231 4.368 -2.376  -0.434
76 O 0.403 6.224 -1.295  -0.375
77 C 1.136 5.518 -0.353  0.449
78 H -0.451 7.535 -5.567  0.343
79 H -2.174 7.645 -4.979  0.318
80 H -1.766 6.567 -6.284  0.404
81 H -0.329 5.182 -4.865  0.335
82 H -1.928 5.353 -4.203  -0.036
83 H 0.513 4.827 0.188  -0.565
84 H 1.554 6.254 0.413  0.170
85 H 1.946 4.889 -0.799  0.212
86 C -5.265 3.831 -3.185  -1.516
87 C -4.048 3.008 -3.611  0.987
88 O -3.690 3.181 -5.019  -0.421
89 C -2.721 2.365 -5.462  0.751
90 O -2.268 1.561 -4.729  -0.463
91 O -2.521 2.533 -6.749  -0.383
92 C -1.506 1.727 -7.367  -0.655
93 H -5.096 4.856 -3.213  0.439
94 H -5.402 3.626 -2.129  0.318
95 H -6.145 3.471 -3.806  0.333
96 H -4.268 1.972 -3.379  0.303
97 H -3.197 3.247 -3.027  -0.486
98 H -1.172 2.364 -8.194  0.254
99 H -1.898 0.772 -7.700  0.289
100 H -0.668 1.487 -6.673  0.287
101 C 1.053 1.904 4.116  -1.547
102 C -0.107 1.643 3.083  0.657
103 O -0.430 2.821 2.363  -0.037
104 C -1.499 2.715 1.513  0.407
105 O -2.180 1.748 1.330  -0.680
106 O -1.589 3.905 0.937  -0.279
107 C -2.536 3.980 -0.050  -0.266
108 H 1.278 1.035 4.691  0.456
109 H 0.785 2.719 4.792  0.462
110 H 2.047 2.231 3.662  0.186
111 H -0.929 1.407 3.765  0.308
112 H 0.195 0.811 2.445  -0.335
113 H -3.413 3.356 0.158  0.105
114 H -2.112 3.657 -1.019  -0.186
115 H -2.924 5.028 -0.162  0.391
116 C 6.226 3.333 3.771  -0.872
117 C 5.628 4.699 3.496  -0.276
118 O 4.286 4.454 3.173  -0.086
119 C 3.463 5.529 3.243  0.465
120 O 3.793 6.681 3.449  -0.590
121 O 2.270 5.063 2.980  0.025
122 C 1.197 5.957 3.152  -0.480
123 H 5.547 2.783 4.446  0.323
124 H 7.262 3.384 4.200  0.349
125 H 6.229 2.706 2.854  0.029
126 H 6.192 5.150 2.623  0.210
127 H 5.753 5.365 4.401  0.327
128 H 1.530 6.989 2.948  0.414
129 H 0.760 5.840 4.107  0.302
130 H 0.543 5.621 2.361  -0.097
131 C -2.683 -7.759 3.979  -1.146
132 C -3.043 -7.350 2.576  0.191
133 O -3.659 -6.026 2.603  -0.383
134 C -3.670 -5.343 1.427  0.895
135 O -3.335 -5.774 0.334  -0.599
136 O -4.149 -4.142 1.647  -0.342
137 C -4.685 -3.408 0.532  -0.376
138 H -1.845 -7.119 4.413  0.143
139 H -2.325 -8.802 3.991  0.371
140 H -3.546 -7.684 4.640  0.369
141 H -3.773 -7.961 2.070  0.386
142 H -2.107 -7.299 1.968  -0.043
143 H -3.982 -2.738 0.051  -0.004
144 H -5.506 -2.740 0.800  0.181
145 H -4.961 -4.156 -0.234  0.396
146 C 1.488 1.386 -1.688  -1.802
147 C -0.047 1.321 -1.608  0.451
148 O -0.409 0.248 -0.697  0.531
149 C -0.996 -0.865 -1.170  0.289
150 O -1.041 -1.174 -2.313  -0.715
151 O -1.520 -1.671 -0.271  0.384
152 C -1.559 -1.264 1.176  0.349
153 H 1.827 2.296 -2.242  0.418
154 H 1.784 0.487 -2.162  0.642
155 H 2.003 1.459 -0.738  0.328
156 H -0.464 1.065 -2.599  0.393
157 H -0.613 2.170 -1.183  -0.790
158 H -0.569 -1.515 1.537  -0.448
159 H -2.271 -1.894 1.602  0.518
160 H -1.821 -0.231 1.261  -0.212

As for the frontier orbital gap: 0.3445 hartree. As for the SMILES: O=[N+]([O-])c1ccccc1.O=[N+]([O-])c1ccccc1.O=[N+]([O-])c1ccccc1.O=[N+]([O-])c1ccccc1.O=[N+]([O-])c1ccccc1.CCOC(=O)OC.CCOC(=O)OC.CCOC(=O)OC.CCOC(=O)OC.CCOC(=O)OC.CCOC(=O)OC. Its LUMO energy is -0.5 eV.